# 1
Density functional theory data (ωB97M-V/def2-TZVPD) for a 2-piece molecular cluster, C5H10O2 overall.

Frontier orbital gap in hartree: 0.3640
HOMO level in eV: -9.203
SMILES: CCC=O.C=CO
Energy above the lowest of the compared OMol25 structures with the same formula, charge and spin in kcal per mole: 50.8

CARTESIAN COORDINATES (ANGSTROEM)
1 O -1.82690 0.83300 -0.75060
2 C 1.52740 1.35190 1.11954
3 H -2.26369 -1.90776 -0.72277
4 H 0.67062 -1.02260 -0.86750
5 H -0.16198 1.06950 -1.84976
6 C 0.61604 0.66618 1.78754
7 H -0.35217 -1.38877 -2.25185
8 C -0.83517 0.40575 -1.26656
9 H -0.86767 -2.91565 -0.31251
10 H -0.33322 1.10363 2.02922
11 O 1.31025 2.62809 0.69208
12 C -0.36402 -1.02080 -1.22126
13 H -1.26580 -1.49878 0.66974
14 H 2.49135 0.92280 0.86788
15 C -1.24548 -1.89728 -0.34236
16 H 0.80283 -0.34301 2.09742
17 H 2.09759 3.01379 0.32174

# 2
Density functional theory data (ωB97M-V/def2-TZVPD) for C24H29CoN4OS2 as an isolated structure in a non-equilibrium geometry.

Frontier orbital gap (alpha / beta) in hartree: 0.1611 / 0.2153
2S+1: 5
⟨S²⟩: 6.0811
HOMO level (alpha / beta) in eV: -5.490 / -6.964

CARTESIAN COORDINATES (ANGSTROEM)
1 H -1.50159 2.54517 -3.19855
2 C 5.43731 -0.28253 -1.67885
3 H 3.79991 1.02127 -1.70325
4 C -5.02169 5.37957 -2.10065
5 C 1.48171 -2.84643 -4.49705
6 C 3.31071 -0.67793 -0.65495
7 H 0.93911 2.25367 0.76235
8 C 0.80181 -3.54883 -0.93565
9 N 0.35241 -1.08363 2.57215
10 N 1.97111 -2.87313 -5.53835
11 C -4.01719 4.32077 -1.77565
12 Co 0.19901 -1.23043 0.90385
13 C 5.82551 -1.51943 -1.25745
14 H -5.83809 4.95627 -2.68375
15 S 1.83301 0.04377 -0.27545
16 N 4.15521 0.12437 -1.41115
17 H -0.81029 -3.63803 1.22415
18 C -2.18709 2.91427 -2.45155
19 H -1.01769 -2.30813 5.37905
20 C -0.27269 -2.03633 -3.00965
21 H -2.93379 2.38047 0.79495
22 H 1.20381 -4.14623 -0.12875
23 C 0.03001 -1.08763 3.92845
24 H 6.06671 0.41007 -2.21265
25 S -0.67999 1.37667 -0.75985
26 H -4.57269 6.17227 -2.69485
27 H -0.67779 -1.45943 -3.82855
28 C 4.88481 -2.31373 -0.57485
29 H 1.12231 -0.80733 5.78445
30 H -1.79189 0.04407 3.66095
31 H -5.43669 5.81087 -1.19415
32 C 0.13371 2.70987 0.19925
33 C 1.34201 -0.96983 4.73405
34 C -0.36409 -2.76853 -0.68995
35 O -1.16909 0.40917 0.26345
36 H -2.06809 -2.48763 0.60015
37 H -0.36239 1.04007 3.95465
38 H -3.21949 4.24877 -3.76275
39 C -1.02129 -2.78083 0.58825
40 H 1.93761 -1.87163 4.62115
41 H 2.27961 -4.17503 -2.34335
42 C -0.87549 0.12587 4.24085
43 H 1.92171 -0.13333 4.35345
44 C 1.40311 -3.56683 -2.16775
45 C -2.99399 2.82877 -0.18585
46 H -0.58249 3.16457 0.87275
47 H 5.12081 -3.31413 -0.25135
48 H -1.78589 -1.44923 -1.63295
49 C -2.10119 2.42637 -1.15955
50 C 0.87891 -2.81253 -3.23005
51 H -1.11069 0.15317 5.30285
52 C -3.14999 3.85597 -2.75965
53 H 6.82701 -1.86883 -1.44575
54 H -0.08879 -3.24613 4.19265
55 H -4.62679 4.12787 0.26605
56 N 3.65881 -1.87553 -0.27145
57 C -3.94449 3.78217 -0.49575
58 H 0.52591 3.43447 -0.50495
59 C -0.88689 -2.02983 -1.78715
60 H -1.61159 -2.47823 3.71925
61 C -0.72169 -2.37323 4.33475